Computed, not measured: the molecule C20H18F3N5O2S in a non-equilibrium geometry, with ωB97M-V with the def2-TZVPD basis set.

calculated total energy = -51566.3162 eV
E_LUMO = 0.019 Ha
highest occupied orbital energy = -8.527 eV
HOMO-LUMO gap = 9.052 eV
molecular weight = 449.46 g mol⁻¹

```
! RIJCOSX wB97M-V def2-TZVPD def2/J DEFGRID3
* xyz 0 1
C 1.25782 2.91743 2.19887
C 2.14849 1.84161 1.71505
N 2.61922 0.86201 2.42860
N 3.38363 0.08877 1.63629
C 3.36505 0.61727 0.43957
S 4.20325 0.01175 -0.96101
C 4.46866 -1.71162 -0.42412
C 3.13156 -2.43015 -0.47347
O 2.73377 -3.00932 -1.46223
N 2.44073 -2.36836 0.68852
C 1.05496 -2.75576 0.71529
C 0.15046 -1.52641 0.65651
O 0.57533 -0.39710 0.67752
N -1.17724 -1.84561 0.58575
C -2.24989 -0.96060 0.55177
C -2.15435 0.38465 0.89766
C -3.26681 1.20212 0.85450
C -4.49244 0.69389 0.46566
F -5.56640 1.49553 0.42046
C -4.62153 -0.64847 0.12239
F -5.80286 -1.15394 -0.24866
C -3.49938 -1.45990 0.17113
F -3.60479 -2.76613 -0.14831
N 2.60461 1.74554 0.42606
C 2.24763 2.55152 -0.71620
C 0.89831 2.14143 -1.25782
C 0.74294 0.90041 -1.86262
C -0.49731 0.49791 -2.32281
C -1.59315 1.33366 -2.19228
C -1.44218 2.57753 -1.60500
C -0.20306 2.97694 -1.13463
H 1.06821 2.76215 3.25632
H 1.72275 3.89295 2.05677
H 0.31568 2.89666 1.65280
H 5.15386 -2.13698 -1.15533
H 4.90451 -1.68896 0.57200
H 2.74681 -1.68625 1.38578
H 0.87997 -3.39226 -0.15909
H 0.83878 -3.31906 1.62907
H -1.41936 -2.81928 0.45296
H -1.19778 0.77879 1.19278
H -3.19718 2.24309 1.12367
H 2.23662 3.60218 -0.41206
H 3.02151 2.40735 -1.47624
H 1.59502 0.24828 -1.97805
H -0.60502 -0.47002 -2.78949
H -2.56161 1.02046 -2.55347
H -2.29102 3.23884 -1.51303
H -0.09099 3.95226 -0.68121
*
```